ORCA calculation (ωB97M-V/def2-TZVPD) on a structure of composition C6H16N2 in a non-equilibrium geometry.

Values from the calculation:
HOMO-LUMO gap: 0.3438 hartree
E_HOMO: -8.5541 eV

Last column: Löwdin charge in e.
CARTESIAN COORDINATES (ANGSTROEM)
C: -2.4431 -0.5749 -1.4565  -0.091
C: -2.1810 0.4535 -0.3388  -0.253
N: -1.1156 -0.0035 0.5540  -0.267
C: -1.2880 -1.3163 1.1505  -0.082
C: -0.4934 1.0166 1.3662  -0.199
C: 1.0307 0.9134 1.2924  -0.246
N: 1.7329 -0.0332 0.6878  0.083
C: 4.0458 -0.0029 -1.4131  -0.071
H: -2.9468 -1.4445 -1.0162  0.060
H: -2.9804 -0.3740 -2.3743  0.067
H: -1.4542 -1.0238 -1.6150  0.076
H: -1.8327 1.4297 -0.7078  0.109
H: -3.1506 0.6334 0.1757  0.112
H: -1.4779 -2.0826 0.4052  0.069
H: -0.3490 -1.5043 1.6814  0.085
H: -2.1700 -1.3676 1.8104  0.088
H: -0.8693 2.0109 1.0995  0.118
H: -0.7671 0.9202 2.4299  0.128
H: 1.1371 0.5899 0.0013  0.094
H: 1.4276 1.7251 1.9495  0.108
H: 4.5703 -0.5344 -2.2108  0.012
H: 3.6864 0.9349 -1.8472  0.013
H: 4.7171 0.1628 -0.5730  0.015
H: 3.1714 -0.5286 -1.0514  -0.030

ORCA calculation (ωB97M-V/def2-TZVPD) on the molecule C7H9NO3S in a non-equilibrium geometry.

Values from the calculation:
HOMO-LUMO gap (spin up / spin down): 0.3096 / 0.3096 hartree
E_HOMO (spin up / spin down): -9.1601 / -9.1602 eV

Last column: Löwdin charge in e.
CARTESIAN COORDINATES (ANGSTROEM)
C: 2.1614 -0.4866 2.0395  -0.411
C: 1.4560 -0.8184 -0.7631  -0.562
C: 1.4629 -0.4332 3.1220  0.028
C: -0.3804 0.3689 0.3705  -0.565
C: 2.7935 -1.4838 -0.2939  -0.328
C: -2.8829 1.1664 -2.1306  -0.064
C: -2.3512 1.0423 -0.7143  -0.226
N: 0.8296 -0.2311 0.2444  0.134
O: 1.1485 -0.9466 -1.9247  0.075
O: -0.7874 0.7829 1.4346  0.073
O: -1.0575 0.4445 -0.7787  0.020
S: 3.5136 -0.6033 1.1112  1.011
H: 1.8174 -0.8506 4.0549  0.087
H: 0.4718 0.0031 3.1075  0.071
H: 2.5820 -2.5166 -0.0156  0.091
H: 3.5194 -1.4674 -1.1055  0.083
H: -3.0232 0.1823 -2.5693  0.077
H: -3.8330 1.6949 -2.1204  0.075
H: -2.1717 1.7156 -2.7416  0.079
H: -3.0008 0.4131 -0.0941  0.127
H: -2.2682 2.0236 -0.2329  0.124

ORCA calculation (ωB97M-V/def2-TZVPD) on a cluster of 2 separate species, C11H13IO2P in total in a non-equilibrium geometry.

Values from the calculation:
HOMO-LUMO gap: 0.2846 hartree
E_HOMO: -12.1467 eV
net charge: +1

Last column: Löwdin charge in e.
CARTESIAN COORDINATES (ANGSTROEM)
C: -2.4570 -2.8373 1.8040  0.110
C: -2.9631 -2.4297 0.6563  -0.252
P: -3.7274 -2.2336 -1.0777  1.023
C: -2.5742 -1.3721 -2.3058  -0.426
C: -1.1809 -0.8419 -1.6808  -0.767
C: -0.0549 -1.0343 -2.8663  -0.181
I: -1.2708 1.3401 -1.3415  0.869
H: -1.9702 -3.4443 2.6671  0.105
H: -4.0009 -3.5523 -1.6222  0.050
H: -4.9909 -1.5166 -0.9930  0.050
H: -3.1479 -0.4905 -2.8098  0.096
H: -2.2953 -2.1105 -3.1648  0.111
H: -0.8303 -1.3884 -0.7341  0.077
H: -0.5780 -0.7908 -3.8801  0.095
H: 0.2598 -2.1509 -2.8557  0.099
H: 0.8196 -0.3145 -2.6847  0.069
C: 3.3922 2.5324 2.9990  0.029
C: 3.2857 1.2193 2.7865  0.022
C: 2.4651 0.6863 1.6794  -0.388
O: 2.3649 -0.5133 1.4851  0.087
C: 1.7688 1.6628 0.8164  -0.021
C: 1.8748 2.9755 1.0283  0.025
C: 2.6955 3.5093 2.1357  -0.381
O: 2.7944 4.7067 2.3286  0.119
H: 3.9884 2.9402 3.8057  0.127
H: 3.7899 0.4905 3.4091  0.124
H: 1.1726 1.2540 0.0098  0.006
H: 1.3702 3.7041 0.4053  0.122

ORCA calculation (ωB97M-V/def2-TZVPD) on the molecule C4H4N2OS in a non-equilibrium geometry.

Values from the calculation:
HOMO-LUMO gap: 0.3416 hartree
E_HOMO: -8.9740 eV

Last column: Löwdin charge in e.
CARTESIAN COORDINATES (ANGSTROEM)
O: 2.4539 -0.8043 -0.8134  0.098
C: 1.4402 -0.4916 -0.2446  -0.557
N: 0.7333 -1.4328 0.5399  0.106
C: -0.4702 -1.7252 0.3495  -0.472
S: -1.6026 -0.9452 -0.7416  0.908
C: -1.4581 0.7066 -0.1036  -0.406
C: -0.2767 1.3581 0.0600  -0.168
N: 0.9864 0.8097 -0.1734  0.092
H: -0.8959 -2.5241 0.9884  0.086
H: -2.3567 1.2063 0.1905  0.050
H: -0.2480 2.3986 0.4255  0.125
H: 1.6943 1.4439 -0.4772  0.140

ORCA calculation (ωB97M-V/def2-TZVPD) on a structure of composition C39H22Cl10F5N2O2PTeTi in a non-equilibrium geometry.

Values from the calculation:
HOMO-LUMO gap: 0.1653 hartree
E_HOMO: -1.0748 eV
net charge: -2

Last column: Löwdin charge in e.
CARTESIAN COORDINATES (ANGSTROEM)
Ti: 0.8426 0.6839 1.6694  0.798
Cl: 6.8091 4.4313 0.2821  0.646
C: 5.2567 3.8716 0.7785  -0.718
C: 4.9646 2.5104 0.7672  -0.691
Cl: 6.1371 1.3654 0.2511  0.703
C: 3.7193 2.0829 1.1817  -0.518
Cl: 3.2245 0.4288 1.1684  0.840
C: 2.7125 2.9537 1.6497  -0.466
O: 1.5761 2.5171 2.0428  -0.208
C: 3.0356 4.3327 1.6175  -0.598
Cl: 1.7967 5.4288 2.0913  0.721
C: 4.2818 4.7775 1.2040  -0.701
Cl: 4.6384 6.4603 1.2366  0.666
N: -0.1301 -2.8688 0.6490  -0.071
P: -0.5258 -1.1624 0.4775  0.940
C: -0.9491 -1.7334 -1.4358  -0.199
C: -0.3059 -1.2986 -2.6054  -0.213
C: -0.4867 -1.9803 -3.8108  -0.033
C: -1.3211 -3.0765 -3.8821  -0.100
C: -2.0051 -3.4876 -2.7465  -0.107
C: -1.8054 -2.8346 -1.5452  -0.120
C: -2.3090 -1.2473 0.9272  -0.313
C: -2.6980 -1.9762 2.0497  -0.080
C: -4.0414 -2.1132 2.3679  -0.084
C: -5.0067 -1.4881 1.5907  -0.104
C: -4.6187 -0.7101 0.5094  -0.083
C: -3.2792 -0.5950 0.1755  -0.096
C: 1.1408 -3.3730 0.7132  -0.446
C: 1.3599 -4.6773 1.1973  -0.030
C: 2.6443 -5.1463 1.2835  -0.078
C: 3.6907 -4.3361 0.8427  -0.089
C: 3.3786 -3.1051 0.3186  -0.180
N: 2.1346 -2.6095 0.2454  0.072
H: -0.7878 -3.3706 1.2268  0.086
H: 0.5754 0.3639 -1.6597  0.072
H: 0.0227 -1.6139 -4.6958  0.120
H: -1.4585 -3.5976 -4.8230  0.090
H: -2.6941 -4.3242 -2.7980  0.087
H: -2.3431 -3.1743 -0.6667  0.093
H: -1.9498 -2.4189 2.7001  0.093
H: -4.3295 -2.7078 3.2264  0.096
H: -6.0564 -1.6028 1.8344  0.091
H: -5.3658 -0.1945 -0.0815  0.103
H: -2.9797 -0.0007 -0.6772  0.046
H: 0.5176 -5.2609 1.5387  0.113
H: 2.8425 -6.1262 1.6957  0.104
H: 4.7195 -4.6571 0.9163  0.093
H: 4.1686 -2.4688 -0.0614  0.092
C: -4.3555 2.9333 1.6327  -0.100
C: -3.6308 2.0158 2.4170  -0.089
C: -2.3316 1.7249 2.1088  -0.042
C: -1.6910 2.3176 0.9880  -0.167
C: -0.3734 1.9386 0.5945  -0.180
C: 0.2236 2.6594 -0.4199  -0.124
C: -0.4246 3.7233 -1.0626  -0.083
C: -1.7181 4.0342 -0.7470  -0.058
C: -2.3957 3.3222 0.2654  -0.180
C: -3.7438 3.5903 0.6013  -0.046
H: -5.3946 3.1319 1.8681  0.092
H: -4.1076 1.5390 3.2644  0.102
H: -1.7618 1.0397 2.7264  0.104
H: 1.2407 2.4281 -0.7386  0.114
H: 0.1016 4.2804 -1.8278  0.112
H: -2.2350 4.8311 -1.2692  0.108
H: -4.2856 4.3332 0.0259  0.104
F: 2.5361 -3.2192 4.2068  -0.513
Te: 1.6776 -1.6630 3.2866  1.956
F: 1.3427 0.5746 3.5794  -0.502
F: 0.8741 -1.3614 4.9819  -0.426
F: 0.2014 -3.0690 3.5026  -0.496
F: 3.2946 -0.9149 4.2532  -0.552
O: -0.1575 -0.7408 2.1712  -0.750
Cl: 3.0595 -0.6889 -2.5826  0.633
C: 1.7448 0.0414 -3.4332  -0.684
C: 0.4250 0.0503 -2.7035  -0.336
C: -0.5235 0.9801 -3.4275  -0.641
Cl: -2.0700 1.1835 -2.6768  0.735
C: -0.2914 1.4874 -4.6704  -0.745
Cl: -1.5218 2.4212 -5.4574  0.612
C: 0.9336 1.2980 -5.3429  -0.785
Cl: 1.1759 1.8877 -6.9563  0.532
C: 1.9468 0.5902 -4.6650  -0.757
Cl: 3.4923 0.4293 -5.4306  0.611

ORCA calculation (ωB97M-V/def2-TZVPD) on a structure of composition C10H11N in a non-equilibrium geometry.

Values from the calculation:
HOMO-LUMO gap (spin up / spin down): 0.2924 / 0.2926 hartree
E_HOMO (spin up / spin down): -7.7995 / -7.8066 eV

Last column: Löwdin charge in e.
CARTESIAN COORDINATES (ANGSTROEM)
C: 3.1197 -0.5830 0.1237  -0.140
C: 2.8260 0.7693 0.0607  -0.099
C: 2.1513 -1.4881 0.1767  -0.114
C: 1.5142 1.2179 0.1425  -0.021
C: 0.8185 -1.1503 0.3408  -0.012
C: 0.4741 0.2160 0.1276  -0.151
C: -1.9646 -0.5374 0.0102  -0.491
C: -0.9455 0.5565 0.1251  -0.187
C: -2.6362 -1.2254 -1.1161  -0.003
C: -1.5126 1.9147 0.3226  -0.049
N: -2.0167 -0.6570 1.2587  0.252
H: 4.1862 -0.7915 -0.0489  0.113
H: 3.6390 1.6072 0.2415  0.143
H: 2.4360 -2.5715 0.1316  0.126
H: 1.2464 2.2229 0.0279  0.077
H: 0.0930 -1.8829 0.5352  0.088
H: -1.9636 -1.4039 -1.8465  0.041
H: -3.5473 -0.8041 -1.3964  0.060
H: -2.9080 -2.1943 -0.5849  0.115
H: -0.8128 2.6927 0.1572  0.048
H: -1.7543 2.0412 1.4367  0.120
H: -2.4428 2.0510 -0.2257  0.082

ORCA calculation (ωB97M-V/def2-TZVPD) on a cluster of 2 separate species, C11H15N in total in a non-equilibrium geometry.

Values from the calculation:
HOMO-LUMO gap: 0.3235 hartree
E_HOMO: -7.8672 eV

Last column: Löwdin charge in e.
CARTESIAN COORDINATES (ANGSTROEM)
C: -1.7021 0.4170 -1.8235  -0.045
C: -1.5021 -0.1829 -0.4597  -0.238
C: -1.7304 -1.4709 -0.1042  -0.062
N: -1.4511 -1.6439 1.2439  0.067
C: -1.1154 -0.4282 1.7865  -0.219
C: -0.6759 -0.0989 3.0735  -0.023
C: -0.3368 1.2176 3.2964  -0.106
C: -0.4232 2.1849 2.2897  -0.105
C: -0.8047 1.8448 0.9993  -0.027
C: -1.1359 0.5163 0.7460  -0.146
H: -0.7296 0.5867 -2.2939  0.068
H: -2.2943 1.3308 -1.7841  0.078
H: -2.1954 -0.3274 -2.4513  0.075
H: -2.0216 -2.3563 -0.6576  0.123
H: -1.7435 -2.4332 1.7919  0.147
H: -0.6309 -0.9002 3.7978  0.105
H: 0.0358 1.5315 4.2604  0.096
H: -0.2016 3.2285 2.5011  0.098
H: -0.8614 2.6674 0.2852  0.112
C: 2.1991 -1.1576 -2.4478  -0.168
C: 3.1504 -0.2475 -1.6807  -0.174
H: 2.5197 -2.1931 -2.3540  0.061
H: 1.1646 -1.0792 -2.0915  0.043
H: 2.1512 -0.8637 -3.5011  0.064
H: 3.1406 -0.4075 -0.5953  0.064
H: 3.0275 0.8128 -1.8993  0.061
H: 4.1671 -0.5477 -1.9278  0.055

ORCA calculation (ωB97M-V/def2-TZVPD) on a structure of composition C15H26N6PdS.

Values from the calculation:
HOMO-LUMO gap: 0.2531 hartree
E_HOMO: -13.3105 eV
net charge: +2

Last column: Löwdin charge in e.
CARTESIAN COORDINATES (ANGSTROEM)
Pd: 0.1984 -1.0513 0.0239  0.987
N: -0.7620 -1.0203 1.8601  -0.050
C: -0.2361 -1.9973 2.8672  -0.206
C: 0.6732 -1.2893 3.8683  -0.174
C: 1.6190 -0.2534 3.2503  -0.181
C: 2.4355 -0.7416 2.0539  -0.194
N: 1.9433 -0.1634 0.7604  -0.072
H: -0.7190 -0.0921 2.2731  0.101
H: -1.7459 -1.1855 1.6668  0.098
H: 0.2954 -2.7789 2.3245  0.096
H: -1.0668 -2.4721 3.3873  0.129
H: 1.2420 -2.0498 4.4046  0.130
H: 0.0608 -0.7834 4.6177  0.127
H: 2.2901 0.1077 4.0279  0.128
H: 1.0561 0.6371 2.9479  0.107
H: 2.3903 -1.8264 1.9504  0.117
H: 3.4863 -0.4766 2.1687  0.130
H: 2.6377 -0.3726 0.0457  0.093
H: 1.9301 0.8517 0.8417  0.112
C: -2.1537 -5.8776 -0.4166  0.010
C: -2.1441 -4.3939 -0.5242  -0.261
C: -3.1612 -3.4866 -0.7390  0.053
C: -2.5685 -2.2193 -0.7570  -0.318
N: -1.2509 -2.3398 -0.5736  -0.111
N: -1.0116 -3.6705 -0.4077  0.053
C: -3.2073 -0.8891 -0.9636  -0.010
H: -3.0412 -6.2786 -0.8991  0.099
H: -2.1705 -6.1862 0.6294  0.099
H: -1.2767 -6.3184 -0.8899  0.093
H: -4.2029 -3.7150 -0.8850  0.135
H: -0.0713 -4.0214 -0.3246  0.163
H: -3.7098 -0.8605 -1.9302  0.100
H: -2.4685 -0.0874 -0.9434  0.067
H: -3.9659 -0.6960 -0.2045  0.097
N: 2.3571 0.5962 -6.4732  0.115
C: 2.5569 -0.5660 -5.8363  -0.847
S: 3.4545 -1.8126 -6.3885  0.774
C: 1.9553 -0.6669 -4.4717  -0.211
C: 2.0403 0.3736 -3.5505  0.022
C: 1.5588 0.1839 -2.2725  -0.117
N: 0.9825 -0.9613 -1.8705  -0.095
C: 0.8634 -1.9514 -2.7749  -0.088
C: 1.3440 -1.8467 -4.0586  0.001
H: 2.7675 0.7192 -7.3862  0.118
H: 1.6992 1.2865 -6.1527  0.116
H: 2.5114 1.3137 -3.8030  0.134
H: 1.6248 0.9843 -1.5482  0.108
H: 0.3725 -2.8547 -2.4484  0.101
H: 1.2640 -2.6799 -4.7422  0.118

Number 1: electronic energy -347.5569 Ha. Number 2: electronic energy -950.7130 Ha. Number 3: electronic energy -1216.0096 Ha. Number 4: electronic energy -737.7392 Ha. Number 5: electronic energy -8319.6369 Ha. Number 6: electronic energy -442.2820 Ha. Number 7: electronic energy -482.9068 Ha. Number 8: electronic energy -1441.3066 Ha.